No. 1
119
Properties=species:S:1:pos:R:3:forces:R:3:mulliken_charge:R:1 method="wB97M-V/def2-TZVPD" total_charge=-1 energy_ev=-188744.4381 lumo_ev=2.219 gap_ev=5.897
Tl 0.11009 1.17214 -0.03624 0.430 -0.142 -0.445 1.3084
C 0.70868 3.68479 -5.48378 -0.005 -0.010 0.075 -0.5106
C -0.46869 2.97265 -5.66555 -0.023 -0.037 0.020 -0.6756
C -0.69074 1.79432 -4.96588 0.006 0.035 -0.047 -0.2668
C 0.27632 1.30903 -4.09440 0.098 -0.090 0.109 0.4931
C 1.44001 2.04897 -3.88344 -0.002 -0.048 -0.002 -0.5699
C 1.65510 3.23045 -4.57631 0.008 0.023 -0.037 -0.7100
P 0.22020 -0.26769 -3.16702 -0.143 -0.103 -0.276 0.9287
C 0.97765 -1.42558 -4.39498 -0.035 -0.003 0.035 0.0305
C 1.63416 -1.02932 -5.55789 -0.043 -0.025 0.049 -0.7220
C 2.17367 -1.97701 -6.42205 0.012 -0.002 0.018 -0.5755
C 2.07813 -3.32914 -6.13087 0.032 0.028 0.009 -0.6830
C 1.45486 -3.73326 -4.95610 -0.011 -0.006 0.013 -0.5541
C 0.91384 -2.79076 -4.09771 -0.027 0.043 0.015 -0.0691
C -1.51507 -0.88130 -3.25748 -0.005 -0.027 -0.055 -0.2450
C -2.12931 -1.16102 -4.47931 -0.034 -0.032 0.045 -0.1152
C -3.42852 -1.64096 -4.52886 0.031 -0.014 0.005 -0.9414
C -4.12289 -1.86064 -3.34762 0.024 -0.024 -0.002 -0.9555
C -3.49850 -1.63949 -2.12888 -0.018 0.092 -0.010 0.5407
C -2.18763 -1.15689 -2.05381 0.100 0.135 0.026 0.7153
Si -1.27214 -1.04409 -0.37755 -0.172 0.093 0.196 -0.5095
C -2.68433 -1.32368 0.92179 0.009 0.103 0.006 0.6157
C -2.99453 -2.62595 1.34502 0.018 0.040 -0.001 0.0592
C -4.07280 -2.89749 2.17385 0.039 0.015 -0.017 -0.9584
C -4.89794 -1.86400 2.59357 -0.074 -0.039 0.034 -1.0427
C -4.60361 -0.56566 2.21786 0.073 -0.043 -0.046 0.3443
C -3.49635 -0.27828 1.41378 0.100 -0.205 0.010 -0.6949
P -3.03498 1.45316 1.01911 -0.597 0.216 -0.027 1.5739
C -3.55112 2.30006 2.58840 0.149 -0.094 0.154 0.5966
C -4.11817 3.57412 2.64032 0.003 -0.091 -0.009 -0.9764
C -4.28672 4.23707 3.84994 0.021 0.018 -0.020 -0.6433
C -3.88336 3.65170 5.03991 -0.051 0.000 -0.007 -0.7503
C -3.33438 2.37777 5.01124 0.009 -0.010 0.003 -0.5132
C -3.17348 1.71576 3.80462 -0.062 -0.002 -0.073 -0.2335
C -4.41278 1.92771 -0.11292 -0.033 0.010 0.065 1.1216
C -4.48939 3.24921 -0.56509 0.064 -0.091 -0.114 -0.8415
C -5.51949 3.66059 -1.39564 0.008 -0.005 0.020 -0.8294
C -6.47986 2.75231 -1.82326 0.014 0.049 0.050 -0.5843
C -6.38536 1.42913 -1.42591 0.002 -0.049 -0.017 -0.6138
C -5.36110 1.02041 -0.57931 -0.056 0.053 -0.007 -0.6214
C -0.34637 -2.74460 -0.31850 0.168 0.113 0.071 -0.0059
C -0.97533 -3.85480 -0.90460 0.014 0.049 -0.079 0.1549
C -0.45817 -5.13430 -0.78597 -0.040 0.003 -0.019 -0.8434
C 0.72420 -5.34431 -0.08601 0.060 -0.001 0.008 -1.1245
C 1.39853 -4.26182 0.45064 -0.128 -0.016 -0.048 -0.2373
C 0.87517 -2.96876 0.34588 -0.096 -0.052 0.006 -0.0201
P 1.82371 -1.47325 0.84228 0.334 -0.233 -0.030 1.2953
C 3.33279 -1.82494 -0.15110 -0.034 0.019 -0.029 0.4625
C 4.59285 -2.11093 0.36169 -0.018 -0.017 -0.105 -0.6034
C 5.65342 -2.37951 -0.49874 -0.005 -0.004 0.046 -0.7717
C 5.46635 -2.36930 -1.87185 0.020 0.022 0.002 -0.6573
C 4.21453 -2.06164 -2.39152 -0.062 -0.016 -0.016 -0.4562
C 3.16170 -1.78620 -1.53595 0.074 0.001 0.066 0.0989
C 2.44194 -1.79404 2.53929 -0.124 0.069 0.031 0.3465
C 2.12357 -2.88534 3.34569 0.001 0.025 -0.026 -0.4235
C 2.57183 -2.94876 4.66116 -0.066 0.005 -0.011 -0.7849
C 3.31892 -1.90908 5.19610 -0.030 -0.018 0.024 -0.5908
C 3.61599 -0.80193 4.40976 0.009 0.036 -0.065 -0.6568
C 3.18972 -0.74466 3.09042 -0.005 -0.053 0.037 -0.6544
H 0.87345 4.60890 -6.02403 -0.003 0.005 -0.004 0.3307
H -1.22496 3.34074 -6.34802 -0.018 0.011 0.018 0.3621
H -1.63270 1.27759 -5.08405 -0.004 -0.043 -0.017 0.4070
H 2.16311 1.70954 -3.14800 0.004 0.047 0.038 0.2815
H 2.55236 3.80666 -4.38817 0.005 -0.023 0.000 0.4134
H 1.71803 0.02216 -5.79946 -0.029 0.034 -0.004 0.4150
H 2.66643 -1.65031 -7.33003 0.002 -0.004 0.007 0.3890
H 2.49045 -4.06559 -6.80980 0.017 0.012 0.011 0.3415
H 1.39354 -4.78650 -4.70883 -0.019 0.018 0.011 0.4399
H 0.42139 -3.11260 -3.18411 0.034 -0.025 -0.025 0.1454
H -1.57484 -1.03111 -5.40126 0.013 0.055 -0.004 0.5782
H -3.88902 -1.86129 -5.48459 -0.011 0.041 0.004 0.3930
H -5.14127 -2.23108 -3.37748 0.010 0.006 0.018 0.4330
H -4.04225 -1.85360 -1.21562 0.014 -0.016 0.001 0.3693
H -2.37971 -3.45347 1.01527 -0.025 0.001 0.031 0.3245
H -4.27423 -3.91710 2.48220 0.002 0.004 -0.019 0.4255
H -5.76460 -2.07002 3.21175 0.030 0.021 0.003 0.3413
H -5.24201 0.24283 2.55380 0.038 0.023 0.012 0.5894
H -4.45300 4.05623 1.73442 0.025 0.035 -0.040 0.3457
H -4.73105 5.22565 3.85637 0.008 -0.020 -0.011 0.4038
H -4.00633 4.17817 5.97849 0.019 -0.010 -0.012 0.3649
H -3.01734 1.89864 5.93042 -0.006 0.001 -0.024 0.3790
H -2.76380 0.71313 3.80312 0.053 0.030 0.037 -0.0575
H -3.70311 3.94655 -0.31108 0.037 0.012 0.023 0.5311
H -5.55912 4.69235 -1.72439 0.007 -0.025 -0.010 0.4265
H -7.28851 3.07511 -2.46787 0.025 -0.015 -0.022 0.3670
H -7.11354 0.70518 -1.77372 0.026 -0.001 0.007 0.4338
H -5.30499 -0.01986 -0.29052 -0.030 0.006 0.042 -0.0499
H -1.89098 -3.70649 -1.46955 0.020 -0.039 0.042 0.4338
H -0.97428 -5.97210 -1.24131 -0.004 0.026 -0.001 0.4122
H 1.12752 -6.34522 0.01579 0.019 0.020 -0.023 0.3547
H 2.35059 -4.41371 0.94642 0.033 0.019 -0.056 0.6184
H 4.76126 -2.12490 1.42993 -0.011 -0.018 0.039 0.2511
H 6.63121 -2.59891 -0.08576 -0.009 -0.009 -0.007 0.3937
H 6.29304 -2.59186 -2.53609 -0.004 0.029 0.009 0.3697
H 4.05558 -2.02891 -3.46414 -0.012 -0.015 0.023 0.3843
H 2.19054 -1.52491 -1.93973 0.088 -0.012 0.027 -0.3434
H 1.51481 -3.69062 2.95268 0.022 -0.003 0.006 0.4304
H 2.33038 -3.81474 5.26747 0.008 0.015 -0.001 0.3753
H 3.66373 -1.96274 6.22201 -0.007 0.032 -0.009 0.3588
H 4.16813 0.03149 4.82782 0.028 -0.041 -0.018 0.4184
H 3.41414 0.12056 2.46951 -0.072 0.024 0.053 0.3903
N -0.12951 -0.32685 4.64117 -0.009 -0.122 0.031 0.4885
C -0.40824 -0.64897 3.37060 0.042 -0.021 0.009 -1.5755
N -0.37287 0.43022 2.62992 -0.093 0.208 0.243 1.8477
C -0.06762 1.41824 3.52205 0.012 -0.240 -0.163 0.2519
N 0.09844 0.99357 4.75623 0.013 0.122 0.063 -1.0370
C 0.00212 2.82570 3.11806 -0.004 0.116 -0.038 -0.5606
C 0.25000 3.84656 4.02832 0.017 0.052 0.047 -0.4137
N 0.26919 5.12146 3.65958 -0.004 -0.041 0.010 -0.6897
C 0.06291 5.36489 2.36730 0.045 0.015 0.076 -0.6121
C -0.15455 4.35040 1.44821 -0.027 0.008 -0.081 -0.5300
N -0.20482 3.08233 1.83176 -0.160 0.144 0.244 0.9780
H -0.01249 -0.93074 5.43501 0.038 -0.048 0.006 0.2709
H -0.63920 -1.64882 3.03316 0.042 0.031 0.042 0.3478
H 0.42883 3.62148 5.07273 -0.022 -0.021 -0.008 0.5254
H 0.07629 6.40370 2.05858 0.010 -0.027 -0.045 0.4255
H -0.28538 4.53977 0.38886 -0.047 -0.029 -0.006 0.4042
Se 2.46951 1.99934 0.17775 -0.155 -0.091 -0.073 -0.9871
Cl -1.30719 2.87826 -1.50953 0.049 0.037 -0.116 -0.5554

***

No. 2
118
Properties=species:S:1:pos:R:3:forces:R:3:mulliken_charge:R:1 method="wB97M-V/def2-TZVPD" energy_ev=-137216.9799 lumo_ev="-0.149 / -0.271" multiplicity=5 gap_ev="6.195 / 6.891" s_squared=6.065
Co -0.28579 1.30706 -1.52959 0.089 -0.267 -0.298 0.3627
C 5.68243 2.61125 1.52528 -0.012 -0.035 0.007 -0.6337
C 5.10616 1.37536 1.27024 0.027 0.007 0.024 -0.7628
C 3.92472 1.29399 0.54770 -0.026 0.105 0.023 -0.7150
C 3.30644 2.44810 0.06941 -0.067 -0.202 0.031 0.4869
C 3.89629 3.68450 0.32239 0.031 0.050 -0.057 0.0783
C 5.07637 3.76379 1.04700 -0.022 0.027 -0.014 -0.8045
P 1.80071 2.23113 -0.95659 0.189 0.416 -0.055 2.6843
C 0.94044 3.81672 -0.79242 0.016 -0.042 0.076 0.0496
C -0.00841 4.19567 -1.90317 -0.045 -0.019 -0.092 0.0580
C -0.85249 5.38134 -1.49412 0.031 -0.029 0.007 -0.9104
C -0.90753 5.87556 -0.23591 0.011 0.005 -0.014 -0.8778
C -0.09120 5.34893 0.78816 -0.007 -0.017 -0.031 -1.1950
C 0.82904 4.34315 0.46827 0.042 -0.008 0.037 -0.6160
C 2.50224 2.01898 -2.62611 -0.069 -0.028 -0.018 -0.4176
C 3.61605 2.68510 -3.06216 0.021 0.015 -0.001 -0.2804
C 4.19579 2.36703 -4.30712 0.011 0.019 0.002 -0.9643
C 3.67787 1.35433 -5.06191 -0.020 -0.004 -0.002 -0.9411
C 2.53825 0.63174 -4.63233 0.023 -0.004 -0.015 1.3416
C 2.00387 -0.43613 -5.39709 -0.002 0.015 -0.021 -1.0351
C 0.89548 -1.09916 -4.96136 -0.017 -0.006 0.011 -0.9148
C 0.24255 -0.69563 -3.77104 0.048 -0.033 -0.013 0.6634
C 0.69726 0.34076 -2.99222 0.098 -0.129 0.052 -0.4300
C 1.90767 0.98394 -3.41548 0.004 0.010 0.064 0.0932
H 6.60252 2.67731 2.09096 0.019 -0.003 0.007 0.3972
H 5.57983 0.47091 1.63003 -0.001 -0.015 0.002 0.4678
H 3.48116 0.33425 0.33125 -0.072 -0.217 -0.029 0.5562
H 3.43528 4.59037 -0.05089 -0.001 -0.012 0.010 0.4580
H 5.52528 4.73048 1.23397 0.009 0.022 0.005 0.4297
H 0.58787 4.51024 -2.78104 0.031 -0.025 0.019 0.1757
H -1.43955 5.86303 -2.25584 -0.055 0.011 -0.042 0.3196
H -1.56973 6.70393 -0.01701 -0.017 0.017 0.004 0.4167
H -0.15712 5.72301 1.79985 0.009 0.021 0.021 0.4542
H 1.46544 3.96301 1.26021 -0.035 -0.010 0.003 0.4067
H 4.07966 3.44191 -2.44011 -0.013 0.008 -0.002 0.4917
H 5.06541 2.91372 -4.64789 0.017 0.003 0.000 0.4104
H 4.13722 1.08886 -6.00693 0.006 -0.019 -0.019 0.4030
H 2.48984 -0.71407 -6.32538 0.010 0.004 0.002 0.3706
H 0.49446 -1.92198 -5.54147 -0.004 -0.014 -0.003 0.3979
H -0.66906 -1.22345 -3.49712 0.001 0.001 0.001 0.4305
C 0.14494 -7.74423 -1.12871 0.002 0.003 0.004 -1.6924
C 0.30870 -6.26040 -0.95122 -0.059 0.043 -0.002 1.0844
C -0.77113 -5.39723 -1.09796 0.072 -0.026 -0.076 -0.6611
C -0.61986 -4.02938 -0.91951 0.112 0.004 -0.331 -0.5779
C 0.62265 -3.52902 -0.57592 -0.093 0.000 -0.013 -0.6877
C 1.72366 -4.36235 -0.45049 -0.030 -0.050 0.007 -0.5563
C 1.55766 -5.72270 -0.63913 0.014 0.023 0.023 -0.9891
S 0.83501 -1.76976 -0.32471 0.074 0.066 0.000 1.2243
O 2.29457 -1.51872 -0.44493 0.068 0.137 -0.105 -0.8673
C 0.53472 -1.77266 1.45884 0.314 -0.123 -0.053 0.6984
C 1.68389 -1.78806 2.28121 -0.028 0.123 0.013 -0.6745
C 1.54761 -1.78524 3.63365 -0.063 -0.040 -0.039 -1.3088
C 0.25893 -1.77566 4.22737 0.051 0.027 -0.011 1.0704
C 0.10094 -1.81090 5.63300 -0.019 0.020 0.006 -0.9846
C -1.14233 -1.82090 6.19642 -0.001 0.011 -0.015 -0.8418
C -2.28639 -1.77833 5.37352 -0.003 0.040 0.010 -0.8738
C -2.16179 -1.73312 4.01440 -0.044 0.021 -0.026 -0.5955
C -0.88590 -1.74144 3.39947 -0.022 0.018 -0.023 0.6979
C -0.72379 -1.73486 1.97421 -0.202 -0.072 0.225 -0.0196
C -1.93756 -1.82441 1.11132 -0.053 0.054 0.080 -0.8970
C -2.61599 -3.08542 1.07135 -0.137 -0.037 0.280 0.6781
C -2.10896 -4.22812 1.74721 -0.076 0.063 0.100 -0.7355
C -2.77169 -5.41856 1.70476 -0.046 0.026 0.025 -0.7841
C -3.98005 -5.54239 0.98359 0.049 -0.003 0.031 -0.7387
C -4.48427 -4.46872 0.31284 0.021 0.006 -0.041 -0.9384
C -3.81493 -3.21911 0.33564 -0.027 0.016 0.042 1.3400
C -4.32161 -2.10041 -0.36546 0.035 -0.017 -0.020 -1.5230
C -3.66468 -0.90941 -0.33601 0.042 -0.006 -0.153 -1.3183
C -2.46997 -0.77226 0.40692 0.041 0.054 -0.037 1.1004
S -1.77241 0.90289 0.25358 -0.441 0.008 0.181 1.1643
O -2.93833 1.76264 -0.03800 -0.046 -0.072 0.160 -0.7975
C -1.25621 1.23578 1.91935 0.073 0.095 -0.046 0.2953
C 0.09165 1.32284 2.21665 0.006 0.019 0.038 1.0227
C 0.47436 1.66866 3.50367 0.009 -0.013 -0.017 -1.2122
C -0.47672 1.94796 4.47848 -0.049 -0.011 -0.007 1.0307
C -0.06565 2.31554 5.87613 0.014 -0.013 0.003 -1.7286
C -1.82968 1.87343 4.14155 0.014 -0.031 0.035 -0.9031
C -2.22937 1.51652 2.86795 0.077 0.033 -0.011 -0.4506
H -0.85274 -7.99160 -1.48693 -0.020 -0.006 -0.008 0.3432
H 0.30269 -8.26494 -0.18247 0.001 -0.015 0.006 0.3334
H 0.87030 -8.13648 -1.84193 0.010 -0.010 -0.010 0.4058
H -1.74158 -5.79440 -1.36775 -0.036 -0.011 0.006 0.3801
H -1.46107 -3.36173 -1.06426 0.136 -0.070 -0.123 0.7911
H 2.69221 -3.93095 -0.23683 0.027 0.013 0.024 0.5628
H 2.41316 -6.38176 -0.55212 0.016 -0.014 0.007 0.4196
H 2.65456 -1.78337 1.80659 0.042 -0.023 -0.056 0.6223
H 2.42047 -1.80168 4.27486 0.012 0.004 0.011 0.3845
H 0.98872 -1.84066 6.25282 0.015 0.005 0.010 0.4590
H -1.25388 -1.86241 7.27174 -0.002 0.006 0.020 0.4241
H -3.27078 -1.77459 5.82245 -0.012 -0.007 0.012 0.4534
H -3.04959 -1.69018 3.39742 -0.001 -0.007 -0.031 0.4223
H -1.17510 -4.15316 2.28781 0.002 -0.001 -0.001 0.4216
H -2.36404 -6.27799 2.21993 0.007 -0.019 0.007 0.4555
H -4.49926 -6.49105 0.96364 -0.010 -0.023 -0.007 0.4122
H -5.40475 -4.55148 -0.25096 -0.026 0.001 -0.012 0.4569
H -5.23646 -2.20418 -0.93457 -0.033 -0.001 0.001 0.4103
H -4.04055 -0.04727 -0.86981 -0.018 0.001 0.038 0.6727
H 0.83240 1.11431 1.45266 0.010 0.051 0.007 -0.8105
H 1.52807 1.73462 3.74716 0.022 -0.009 -0.013 0.5165
H 0.99372 2.56290 5.92434 0.009 0.004 0.002 0.3886
H -0.24791 1.48139 6.55626 -0.005 -0.019 0.018 0.2903
H -0.63559 3.16984 6.24164 -0.005 0.007 0.006 0.4190
H -2.57757 2.10158 4.89166 -0.004 -0.001 0.009 0.4184
H -3.27546 1.48364 2.59522 -0.046 0.000 -0.022 0.5988
C -2.47140 4.16986 -3.72391 0.002 -0.025 0.046 -2.2995
C -1.54775 2.96263 -3.51080 0.012 -0.028 -0.024 1.6542
C -2.45752 1.73259 -3.42928 0.002 0.019 0.012 -1.6842
C -0.63213 2.84738 -4.74224 -0.017 -0.014 0.041 -1.3056
N -0.77144 2.97913 -2.25789 0.053 0.126 0.218 0.8414
H -3.15176 3.94712 -4.54812 -0.009 0.000 -0.018 0.5285
H -1.91426 5.06389 -4.00238 0.003 0.028 -0.021 0.4060
H -3.06559 4.37157 -2.83262 -0.004 0.021 0.024 0.4294
H -2.98221 1.58274 -4.37464 -0.020 -0.026 -0.026 0.5641
H -3.18545 1.86020 -2.62746 -0.017 0.017 0.016 0.3361
H -1.87447 0.82565 -3.23965 -0.008 -0.027 -0.033 0.0024
H -1.19594 3.04740 -5.65569 -0.019 -0.002 -0.039 0.5370
H -0.19926 1.85207 -4.81716 0.021 -0.001 0.000 0.1451
H 0.18645 3.56793 -4.69016 0.005 0.039 -0.015 0.2378